(1)
ORCA calculation (ωB97M-V/def2-TZVPD) on 6 unconnected molecules or ions with the total composition C35H52BF16N2O14.

```
120
Properties=species:S:1:pos:R:3
F -4.16434 -3.10869 -1.24908
F 5.92281 -0.69721 8.98338
F -10.14468 -5.82644 3.17779
F 7.12082 5.90131 4.21015
F 6.87294 -0.18938 10.85801
F -8.50658 -7.12999 2.64658
F -0.73092 2.20312 -11.82405
F -2.67248 -3.60272 -2.73273
F 5.68964 5.73863 5.82708
F 6.61338 7.64198 5.37594
F -3.54019 1.29778 -1.68118
F -2.33390 2.14533 -10.37766
F -3.65285 -5.17478 -1.63564
F -10.03375 -6.65732 1.18426
F -1.80226 0.35700 -11.47867
F 5.03335 0.79072 10.27144
O 0.68511 -0.78079 -4.57077
O 7.57508 1.22303 8.06451
O -7.49734 -5.34233 0.96175
O 4.39141 7.89248 3.83667
O -8.79284 -3.81256 1.99123
O -5.98957 -4.70113 -2.85279
O 3.36171 -2.55578 0.29334
O 7.03043 2.49126 9.84760
O -0.94515 0.56958 -8.75207
O 0.88428 1.16647 -9.92542
O -4.79896 -3.53147 -4.37257
O 0.90901 -0.45184 -3.21141
O 1.41890 3.80842 1.29030
O 4.69421 5.76272 3.15686
N 0.53186 0.29236 0.93595
N -0.82265 3.58537 1.06091
C 7.02055 1.39325 9.11013
C 1.73560 -0.13891 0.84786
C -2.69592 -0.74472 -0.79209
C 2.73580 -0.08646 1.94396
C -0.11976 0.12247 -7.66267
C 3.59149 5.85744 2.23005
C -0.29870 1.06185 -9.80310
C 4.96111 6.84417 3.87511
C -4.93512 -4.04792 -3.30399
C -6.90860 -5.88586 -4.78637
C 7.79884 3.59860 9.33035
C 2.32032 -0.83798 3.18953
C 0.21436 -1.36413 -2.38318
C 0.34006 1.27563 -6.80041
C 1.91649 -0.68375 -0.55109
C -1.73488 -0.10297 0.20507
C 4.00372 6.56266 0.95617
C 3.72244 -2.02867 -2.18633
C 1.21595 -1.59427 3.32865
C -0.26003 1.53440 -1.07436
C -5.68251 -3.79123 1.43154
C 6.19323 0.30378 9.81782
C -3.84490 -3.99347 -2.21832
C -7.11743 -4.79417 -3.76147
C -6.67834 -4.29769 0.41046
C 6.12238 6.53433 4.83641
C -9.31508 -6.16387 2.20074
C 0.79683 2.54583 -0.59969
C 7.02845 4.34271 8.26277
C -8.50925 -4.94127 1.72436
C -2.97084 0.07933 -2.03149
C 0.45015 -1.02001 -0.92964
C -0.30074 0.17810 -0.29514
C 0.49048 3.35710 0.65182
C -1.31091 1.45681 -10.89431
B 3.02639 -1.80442 -0.78993
H 3.26266 -2.87996 -2.69443
H 7.58295 5.22033 7.93368
H -3.63139 -0.43193 -2.73376
H 0.72297 -0.45216 -8.04771
H 6.05825 4.66284 8.64406
H 2.82444 0.96529 2.24334
H -7.97364 -5.02296 -3.13116
H 0.11055 0.69897 1.76510
H 0.63343 -2.36825 -2.55928
H -2.17284 0.79552 0.64259
H 0.89321 0.90974 -5.94610
H -5.01980 -3.05761 0.97753
H 2.74357 6.34889 2.70561
H -1.63597 -0.80998 1.03867
H 0.91976 3.27941 -1.40164
H 6.84802 3.70606 7.39748
H -2.40945 -1.75032 -1.06987
H 3.99716 -3.24527 0.06487
H -5.08329 -4.61390 1.82444
H 0.98066 1.95689 -7.36039
H 4.28013 7.59853 1.14973
H 3.70910 -0.36829 1.54027
H -6.15258 -4.73973 -0.42947
H -6.06215 -5.66234 -5.43483
H -0.51614 1.85343 -6.44722
H -7.79805 -5.99106 -5.40534
H -0.05047 1.32833 -2.12379
H -1.23765 2.01186 -1.05722
H 0.80765 -1.74066 -4.67559
H -7.29451 -3.82615 -4.22756
H -2.05192 0.30118 -2.58105
H -7.30275 -3.49199 0.02320
H 0.13369 -1.91620 -0.38260
H 4.77996 -2.24444 -2.01552
H 3.30309 4.83550 2.01766
H 3.66455 -1.14167 -2.81509
H 8.75983 3.24287 8.96114
H -0.89191 3.49581 2.06981
H -1.48877 2.93668 0.65736
H 7.98946 4.24259 10.18567
H -6.70674 -6.83747 -4.29420
H 2.17710 0.16619 -1.19689
H -6.18351 -3.32292 2.27839
H 1.78018 2.11261 -0.44781
H -0.74722 -0.55470 -7.08492
H 3.00644 -0.74789 4.02850
H 4.86917 6.07006 0.51080
H -3.65263 -0.84932 -0.27515
H 0.92962 -2.28275 2.53634
H 0.64636 -1.53832 4.24798
H 3.18259 6.55305 0.23988
H -0.84129 -1.43621 -2.64441
```

The value obtained for the frontier orbital gap is 8.85 eV. As for the HOMO energy: -0.4622 hartree. The charge is +1.



(2)
ORCA calculation (ωB97M-V/def2-TZVPD) on a molecular structure, C35H52DyP3SSb.

```
93
Properties=species:S:1:pos:R:3
Dy 1.49462 0.80354 -0.28423
Sb -2.05763 0.19170 0.76128
S 2.92115 2.06835 -2.31458
P 0.03839 -2.35026 -0.24987
P 2.15462 -0.29097 2.27139
P 0.20126 -0.13715 -2.91911
C -4.36398 -1.48683 2.15189
C -4.31123 1.53227 -0.98479
C -2.23015 1.08038 2.74093
C 5.63891 0.90737 0.38024
C -0.49852 -3.14638 1.32894
C 1.41849 -3.48005 -0.70629
C 6.42314 0.08007 -0.43032
C -2.48380 2.44693 2.87304
C -3.93094 3.24759 -2.67710
C -3.84023 -1.13448 0.90078
C 0.81847 -1.64818 -3.77475
C -1.98783 0.88489 5.14933
C -2.15151 2.64413 -1.12688
C 1.24219 -0.97962 3.70832
C 3.38580 -1.65523 2.01929
C 4.65060 3.12741 -2.20287
C -5.45531 -2.37019 2.24661
C -4.41498 -1.69016 -0.25443
C 3.91750 0.98163 -1.33526
C 0.61967 1.04174 -4.28270
C 3.14265 1.01826 3.08877
C 3.38179 3.72282 -1.73095
C -1.99540 0.29379 3.87523
C -1.32214 -3.12317 -1.23517
C -6.02013 -2.91075 1.08964
C -2.22512 2.25754 5.29267
C -1.59492 -0.23616 -3.34164
C -2.62438 3.40895 -2.20261
C -2.97679 1.64711 -0.56680
C 4.40574 1.41199 -0.05927
C -4.77244 2.31347 -2.06488
C -2.47769 3.03026 4.15072
C 5.88434 -0.38692 -1.64984
C -5.50094 -2.57629 -0.16160
C 4.67606 0.09688 -2.12548
H -2.29766 -2.77685 -0.84494
H 4.01657 1.23682 2.46390
H 1.74873 -3.24884 -1.72310
H -4.29529 3.85396 -3.50152
H -6.85915 -3.58950 1.16676
H 6.01495 1.19876 1.37990
H -2.68011 4.09678 4.25238
H 0.23480 -2.54633 -3.54377
H 3.23779 3.94914 -0.66871
H -1.14134 2.83937 -0.72110
H -2.01864 -1.22199 -3.11747
H 1.86577 -1.78917 -3.49048
H -1.68571 -0.05655 -4.42377
H 0.40989 0.50252 -5.22197
H -5.92451 -2.99602 -1.07502
H -2.69124 3.06051 1.99070
H 4.15985 -1.66818 2.80149
H 0.77125 -1.44924 -4.85365
H -1.52278 -2.81738 1.59065
H -5.00348 0.84909 -0.46508
H 2.87676 -2.63134 2.01542
H -5.84886 -2.62385 3.23372
H 0.80013 -1.96746 3.50876
H 4.38015 -0.06804 -3.15278
H 6.46340 -1.08675 -2.25148
H 0.42841 -0.29828 4.00503
H -4.02310 -1.43862 -1.24937
H 5.44174 3.18010 -1.46344
H 2.51343 1.90953 3.14623
H -1.80283 0.25684 6.02410
H 1.10217 -4.53181 -0.64773
H 3.06718 4.59446 -2.34056
H -2.22093 2.71490 6.28539
H 4.93155 3.29260 -3.24589
H 7.47207 -0.11850 -0.13358
H 3.88348 -1.52387 1.04768
H 1.69151 1.31331 -4.23152
H 4.05011 2.34268 0.36388
H -0.02281 1.93449 -4.19244
H 2.11983 -0.48262 -1.58642
H 1.95115 -1.07515 4.54586
H -1.96507 4.15606 -2.64993
H -1.24888 -2.86558 -2.30236
H 2.27472 -3.31756 -0.04261
H -3.91677 -1.07661 3.06441
H -2.17073 0.53871 -2.81460
H 0.18586 -2.86379 2.14279
H -5.80355 2.18085 -2.40214
H 3.45862 0.75172 4.10639
H -1.26284 -4.22335 -1.11589
H -1.82818 -0.78821 3.79044
H -0.49677 -4.24801 1.19979
```

The value obtained for the frontier orbital gap (spin up / spin down) is 3.87 / 4.04 eV. As for the HOMO energy (spin up / spin down): -0.5453 / -0.5478 hartree. The charge is +3. As for the multiplicity: 6.



(3)
ORCA calculation (ωB97M-V/def2-TZVPD) on a molecular structure, C35H52FeOP4Se.

```
94
Properties=species:S:1:pos:R:3
Se -0.25583 -0.32439 -4.93940
Fe -1.00669 -1.47424 -3.24910
P -2.50909 -0.33907 0.31844
P -3.12361 -1.23556 -3.18060
P 2.04888 0.57604 2.65114
P 0.12393 -2.46092 -1.70249
O 1.54662 0.35880 1.26151
C 0.18598 1.48998 -5.15045
C 6.02036 1.24454 3.50019
C -0.74486 -4.07524 -1.86855
C 1.12164 1.92488 4.94514
C 1.39135 2.84365 -6.77892
C -0.41732 3.73137 3.46500
C 0.12481 3.91231 -5.00870
C -2.71602 -2.26604 0.52194
C 5.47203 2.40369 1.43906
C 4.69664 0.78961 3.59776
C -0.43936 3.78415 4.85777
C 4.15852 1.94044 1.52565
C 0.34872 2.89043 5.60095
C -4.29514 -0.05642 0.63883
C 1.57430 -2.61413 -2.82494
C -4.14516 0.30173 -3.10616
C 1.71095 -3.50358 4.74064
C -0.26005 2.65986 -4.49625
C 0.91314 -2.52249 -0.07940
C 0.79773 -2.49364 5.05871
C 1.04846 1.60437 -6.27315
C 0.89501 -1.23716 4.46504
C 1.10046 1.83840 3.54875
C 0.37195 2.78830 2.81092
C 2.83405 -1.99685 3.21102
C -1.66044 -0.30324 1.94465
C 3.76641 1.13897 2.61417
C -2.08552 1.76041 0.15398
C 6.40560 2.05736 2.42227
C 0.92837 4.01408 -6.14724
C -3.26909 -1.65412 -4.98733
C 2.71885 -3.25258 3.80177
C 1.94237 -0.96976 3.57054
C -4.35008 -2.48201 -2.56164
C -0.63573 1.75219 -0.34556
H -2.20035 2.28051 1.11314
H -4.90995 -0.61759 -0.08576
H 2.24787 -1.76744 -2.62409
H -1.35083 -4.26828 -0.96869
H -4.89331 0.31695 -3.92022
H 2.08942 -3.55227 -2.59815
H 3.61037 -1.80407 2.46790
H -1.75347 -2.76928 0.69085
H 0.24312 -2.91342 0.69928
H -0.61324 1.65626 -1.42887
H 4.40924 0.14603 4.43440
H -4.66468 0.42060 -2.14059
H 3.43099 2.16477 0.74737
H -3.81588 -3.41709 -2.34772
H -1.41683 0.71900 2.24247
H -0.06579 2.64076 -0.08929
H -2.79223 2.13686 -0.60761
H 5.74957 3.02962 0.58925
H -0.20543 4.82410 -4.50662
H 0.44023 2.77954 1.72611
H 3.41870 -4.03978 3.52271
H 1.78909 -3.19134 -0.11984
H 0.16291 -0.46024 4.70208
H -1.04858 4.53046 5.36953
H 0.01629 -4.86109 -1.97941
H -3.20420 -2.74278 -0.33775
H 1.25576 -1.51266 0.20621
H -0.70377 -0.84406 1.84487
H -2.28980 -0.78707 2.70324
H -3.34546 -2.45503 1.40800
H 1.63861 -4.48084 5.21989
H -4.52722 -0.40275 1.65521
H -2.85887 -2.66006 -5.15019
H -0.04926 0.84721 -0.07984
H 0.35684 2.94082 6.68492
H -2.71496 -0.91519 -5.58706
H 6.75439 0.96826 4.25316
H 1.73516 1.23575 5.53135
H -3.46497 1.15610 -3.24403
H -4.33452 -1.63422 -5.24761
H -1.01438 4.42740 2.86478
H 1.40921 0.68780 -6.75354
H -0.89174 2.58283 -3.61678
H -4.51376 1.01112 0.53349
H -1.40280 -4.07634 -2.75879
H 1.20916 4.97595 -6.55844
H 7.42994 2.41876 2.35243
H -4.88320 -2.16169 -1.65608
H -0.00513 -2.69019 5.77142
H -5.09541 -2.70033 -3.34193
H 1.27212 -2.59127 -3.88511
H 2.02787 2.87482 -7.66591
```

The value obtained for the frontier orbital gap (spin up / spin down) is 4.34 / 3.28 eV. The energy relative to the best compared isomer or geometry (same formula, charge and spin) is 235.6 kJ/mol. As for the HOMO energy (spin up / spin down): -0.5424 / -0.5424 hartree. The charge is +3. As for the multiplicity: 6.



(4)
ORCA calculation (ωB97M-V/def2-TZVPD) on a molecular structure, C35H52OP4STb.

```
94
Properties=species:S:1:pos:R:3
Tb -0.39528 1.23831 1.01472
S -5.33275 1.20651 1.93650
P 2.47659 -1.09379 1.06704
P -0.37160 0.41140 -1.87473
P -4.34713 -1.91345 -0.02101
P 0.70155 3.66338 -0.51339
O 1.30854 -0.05912 1.06274
C -4.39083 2.78089 -1.59573
C -4.53793 -2.00787 -1.84506
C 2.45212 3.77411 -1.05715
C -4.76238 1.82792 -0.65258
C 5.41474 -0.13844 4.47418
C 3.61930 -0.74750 2.40568
C 4.82700 0.34502 -1.89436
C 0.94191 -5.42994 1.49677
C -2.90381 -2.99342 0.34008
C 3.09130 -1.82339 -1.55565
C -1.41840 -0.34547 2.03094
C 0.93558 0.94800 -3.06116
C 2.66381 -3.87901 0.77433
C 5.79690 -1.01712 3.45576
C 1.88725 -2.78782 1.21111
C -0.28912 -1.39351 -2.18622
C 3.73035 -1.62685 -2.77987
C 0.67054 -3.06496 1.84000
C 3.23122 0.10780 3.44883
C -3.19904 4.01682 0.09107
C 0.17218 -4.35602 1.95497
C 3.33127 -0.94104 -0.49029
C 4.18634 0.15856 -0.66984
C -1.85879 0.83184 -2.84725
C -3.58958 3.08754 1.05148
C 4.90498 -1.32511 2.42636
C -4.49740 2.07391 0.70317
C 0.62976 5.05183 0.68525
C 4.13126 0.41899 4.46951
C 2.18607 -5.18479 0.90882
C -0.13024 4.41413 -1.96510
C -3.66123 3.91153 -1.21980
C -2.05315 0.63020 2.75014
C 4.60715 -0.55266 -2.94503
C -5.69518 -3.02066 0.55589
H -5.23233 -0.02217 1.48557
H 0.27268 5.98051 0.22197
H 4.36197 0.84919 0.16002
H 5.21554 -2.00461 1.63163
H -3.27997 3.18137 2.09325
H 2.42084 -2.67490 -1.43007
H -1.90202 1.71718 2.88312
H 1.93627 0.77983 -2.64331
H -0.74723 -1.06914 2.50692
H 2.55064 4.19018 -2.06762
H 0.56526 -6.44489 1.60734
H 6.79420 -1.45798 3.45658
H 3.54107 -2.32659 -3.59622
H -4.68959 2.64605 -2.63735
H -2.55588 4.85059 0.37513
H -1.72634 0.50845 -3.88753
H 0.82186 2.00279 -3.34124
H -1.29248 -1.83399 -2.18781
H -5.27420 -2.76006 -2.15193
H -6.30837 -2.41950 1.23726
H 5.13162 -0.42307 -3.89152
H -2.57462 -2.77742 1.36471
H 2.88863 2.77123 -1.06297
H 1.61542 5.22664 1.13245
H -0.06534 4.78079 1.48969
H -2.03431 1.91313 -2.82670
H -2.04869 -2.78624 -0.31211
H 0.32921 -1.89302 -1.43153
H 3.03582 4.39497 -0.36848
H 3.63354 -3.70634 0.30979
H 0.08265 -2.25761 2.25045
H 6.11696 0.11091 5.27022
H -1.19107 4.15053 -1.97314
H -6.32918 -3.38363 -0.26191
H 2.22853 0.54458 3.45232
H -3.14496 -4.06078 0.28133
H -5.29464 -3.86962 1.12315
H -2.94022 0.26632 3.27482
H 0.30479 4.06249 -2.90476
H -0.81102 -4.51477 2.40686
H 2.79020 -6.01268 0.54255
H -1.91326 -0.73928 1.12345
H -2.72412 0.31293 -2.41983
H -3.59414 -2.18808 -2.37226
H 5.50715 1.18972 -2.01787
H -4.90468 -1.02688 -2.17460
H 0.16276 -1.56870 -3.17135
H 0.83082 0.33677 -3.97030
H -5.36200 0.95707 -0.92607
H -0.06295 5.50801 -1.94824
H 3.82766 1.10305 5.26313
H -3.42635 4.68993 -1.94814
```

The value obtained for the frontier orbital gap (spin up / spin down) is 5.30 / 3.91 eV. The energy relative to the best compared isomer or geometry (same formula, charge and spin) is 0.0 kJ/mol. As for the HOMO energy (spin up / spin down): -0.5819 / -0.5758 hartree. The charge is +3. As for the multiplicity: 7.



Calculated calculated total energy, -112933.40651, -106429.26913, -176046.20858, -109580.20810 eV (same order as the records).